(1)
Density functional theory data (ωB97M-V with the def2-TZVPD basis set) for C32H78AsF15N5O11 as an isolated structure at a distorted geometry.

Cartesian coordinates (Å):
H: -0.40071 -7.39595 -0.64742
H: -6.27611 -6.30763 5.81542
H: -3.47135 11.50382 5.29829
H: -9.09184 -4.73255 4.22434
H: -2.93702 5.01159 -6.02080
H: -3.00535 -4.57838 -8.16028
C: -0.93660 4.76260 -6.71788
C: -5.59811 -2.11989 -6.19677
H: 9.78314 4.74384 1.09896
H: -2.91893 -5.48871 6.27221
C: -4.42141 -3.05158 -6.56608
H: -6.77225 -3.51724 3.35154
C: 0.70839 8.00914 -6.51367
O: -4.77032 -3.62006 -7.83747
O: -1.43063 4.55397 8.85936
F: 9.09426 -8.97498 -8.75396
C: -3.64409 10.51203 5.71616
H: 1.28693 -3.82143 -4.33640
H: 6.22691 3.94274 2.88853
C: -3.80172 -4.12224 -8.74836
N: -1.02596 -10.10249 0.20999
H: 1.65212 7.83539 -7.03065
O: 1.82328 0.46815 -2.10486
C: -0.68532 -9.65639 -2.17780
H: 0.13151 6.27328 -8.08781
O: 9.40369 3.76228 2.84650
C: 1.69351 -7.19242 1.24987
H: -1.50789 6.58804 -7.84318
H: 1.40551 -6.21157 0.87161
N: 0.36298 3.95604 -6.40363
H: -1.49446 -8.94471 -2.34184
F: 9.00905 -6.78242 -7.62049
C: 1.98751 -3.00485 -4.51092
C: -6.19188 -5.25448 6.08352
H: 2.07668 -1.31003 -0.95139
C: -8.35503 -5.43170 4.61983
H: 1.91076 0.52541 6.77636
O: -3.54060 8.12830 2.67379
H: -6.53131 -2.57442 -6.52939
H: 0.20198 3.10508 -5.88398
H: 10.63857 5.10564 3.83472
N: -4.84363 8.32249 5.30178
O: 0.69618 -8.22247 1.07508
H: -6.53172 -5.05358 7.09952
C: 2.36992 -2.43684 -3.14023
H: 1.43037 -2.31779 -5.14783
H: -2.44563 6.39549 3.14408
H: 1.22059 -7.98486 -0.88526
O: -4.82791 -4.77479 6.12920
C: 1.39667 1.08386 7.55862
H: -3.84529 -5.77006 7.66238
F: -0.46559 -2.06620 -0.63481
H: -1.71489 -9.39377 0.41777
C: 10.65593 4.10960 3.39231
H: -0.99026 4.06309 -7.55210
H: -8.17862 -6.28857 3.96964
H: -5.58307 8.65151 5.90600
C: -2.72478 6.97755 2.26579
C: -0.10010 -0.80654 -0.97419
H: -5.38544 -3.87906 4.26571
C: -0.01946 -9.56898 -0.78161
H: -3.53259 -2.47411 -6.31185
H: -7.38282 -3.57946 5.45454
H: 8.85353 5.74210 2.27315
C: 0.99664 2.56554 7.21385
O: 0.18580 3.10984 8.27383
H: 7.96599 2.21425 1.61264
F: -1.87903 -3.29067 -10.18358
N: 7.72524 2.78713 0.81644
H: -2.23671 8.37284 4.13051
C: 0.30122 -8.16649 -0.32859
H: 7.60054 4.84618 0.24420
H: -1.26185 -11.07899 0.10554
C: 1.36069 -0.78646 -1.58490
C: -3.03658 8.95442 3.67218
H: 11.10232 3.33827 4.01992
H: 2.79671 -3.34819 -5.15544
F: 1.38954 6.58753 8.32638
C: -3.92809 -5.76743 6.57553
H: 6.88650 2.50712 0.32837
H: -1.80950 5.21216 -4.71901
F: 7.83754 -7.95990 -5.51681
N: -6.21872 -4.22546 3.81212
H: -3.25456 6.30710 1.58909
H: 2.67786 -7.49733 0.89465
H: -2.27535 3.59545 -5.46864
O: -0.15739 6.86923 -6.22026
H: 11.24801 4.29710 2.49655
C: 9.00513 4.74390 1.86237
H: -5.12249 7.62510 4.62651
O: 1.16952 -1.60111 -2.70964
H: 1.77903 -7.13483 2.33499
H: -4.98691 9.91436 4.02215
H: 0.45748 2.71197 6.27791
H: 6.17048 5.60461 2.47329
H: 0.02022 -9.50836 -2.99536
F: -1.14685 -0.31087 -1.81247
H: -4.33814 7.75215 5.96456
F: 1.22322 5.52438 10.21618
H: 2.05619 0.81978 8.38530
C: 7.68542 4.32111 1.19561
H: 8.50372 2.65028 0.18768
H: 1.05962 3.91273 -7.13364
H: -1.81131 7.42966 1.87943
H: 0.12794 8.65576 -7.17175
H: 3.35985 -1.98086 -3.12564
C: -3.04290 -2.93927 -9.51849
H: -0.56682 -10.11311 1.10953
C: -7.04530 -4.53915 5.06316
H: 0.84502 -10.22133 -0.65821
As: 8.48286 -8.43106 -7.16447
H: -4.54011 10.76489 6.28302
H: 2.30597 -3.27984 -2.45221
H: -2.49884 9.74999 3.15642
F: 10.05269 -8.81964 -6.31020
F: -0.08536 -0.09733 0.09318
C: -1.99279 4.63634 -5.62618
H: 0.98654 8.36163 -5.52044
F: 2.19972 4.69273 8.55059
C: -0.11560 4.46809 8.34308
F: -3.76622 -2.19305 -10.43575
F: 8.06202 -10.15494 -6.84724
C: -4.17339 9.51533 4.62802
H: 0.92230 4.34974 -5.66049
H: -0.07464 4.69901 7.27861
H: 0.54631 0.45415 7.82026
H: -1.08991 -10.64473 -2.39594
H: -4.10588 -6.79387 6.25472
H: 1.91280 3.14753 7.11369
O: -4.43201 -5.20079 -9.50658
F: -2.56892 -2.05580 -8.57700
C: 6.33337 4.61799 2.03952
H: -4.52175 -3.88842 -5.87490
C: -0.64085 6.17901 -7.32448
F: 6.87337 -8.07980 -7.86375
H: -5.96694 -5.03415 3.26190
H: -5.55788 -1.23206 -6.82784
H: -8.70285 -5.93256 5.52330
H: -2.87394 10.07730 6.35332
H: 5.49862 4.46722 1.35502
H: -5.63960 -1.77720 -5.16288
C: 1.11301 5.35503 8.89451

Summary:
E   -6100.25155 Ha
Total charge   +1
HOMO   -5.29 eV
Energy above the lowest of the compared OMol25 structures with the same formula, charge and spin   61.56 kcal/mol

***

(2)
Density functional theory data (ωB97M-V with the def2-TZVPD basis set) for C2H10N3OSn as an isolated structure at a distorted geometry.

Cartesian coordinates (Å):
H: 1.51717 1.21424 0.18848
C: -0.48490 0.07229 2.68644
O: -0.32161 0.25270 3.85492
H: -0.32818 -0.48290 -2.75384
Sn: -0.02474 -1.88875 0.22448
H: -2.71227 -1.23983 -0.00183
C: 2.49606 1.76860 0.16972
H: -1.29489 0.40743 -1.79031
H: 0.24691 0.87166 -1.98044
N: -0.58342 -0.12513 1.50867
N: -2.08277 -2.01932 -0.15039
H: -2.12966 -2.28009 -1.14811
H: 3.33778 1.05140 0.24592
H: -2.43638 -2.79684 0.46736
H: 2.54729 2.59254 0.94582
H: 2.60192 2.59019 -0.60788
N: -0.34832 0.01180 -1.85902

Summary:
E   -535.95455 Ha
Total charge   -1
HOMO (spin up / spin down)   -1.18 / -0.08 eV
Energy above the lowest of the compared OMol25 structures with the same formula, charge and spin   15.49 kcal/mol

***

What is the E in the first record?
-6100.25155 Ha